{
  "formula": "CH4BIO3",
  "method": "ωB97M-V with the def2-TZVPD basis set",
  "e_lumo_ha": [0.0081, -0.1304],
  "homo_lumo_gap_ha": [0.2050, 0.2472],
  "multiplicity": 3,
  "homo_ev": [-5.4, -10.3],
  "e_tot_ev": -16020.1156,
  "s2": 2.006,
  "species": ["O", "O", "B", "C", "H", "H", "H", "I", "H", "O"],
  "positions_angstrom": [[0.52187, 1.42107, 0.77109], [0.16991, -0.65874, -0.51009], [0.66030, 0.00766, 0.57942], [-0.93017, -0.31775, -1.39579], [-0.97513, -1.17397, -2.07228], [1.96558, -0.22119, 1.88864], [0.90067, 1.62108, 1.64900], [-2.92541, -0.46035, -0.51408], [-0.88893, 0.64338, -1.70386], [1.50131, -0.86119, 1.30794]],
  "forces_ev_per_angstrom": [[0.4, -2.1, 0.8], [-1.3, 0.7, -0.3], [0.4, -0.4, -1.3], [4.5, -3.4, 1.2], [-0.1, 0.6, -0.6], [0.1, -1.2, 0.0], [-0.4, 0.3, -0.7], [-3.7, -0.3, 1.7], [0.3, 2.9, -1.7], [-0.3, 2.6, 0.7]],
  "mulliken_charge": [-0.4681, -0.3467, 0.6389, -0.7433, 0.3805, 0.2587, 0.2749, 0.1113, 0.3841, -0.4904]
}